No. 1
The following is a quantum chemistry calculation of a molecular structure, C23H44DyNP3S, from the OMol25 dataset.

ORCA input file:
```
! wB97M-V def2-TZVPD RIJCOSX def2/J DEFGRID3
* xyz 3 6
Dy 0.538 0.951 -0.224
P 2.481 0.331 1.335
P 2.246 1.361 -2.027
P -0.996 -0.294 1.329
H 0.712 -1.056 -2.391
C -0.033 -0.822 -1.661
C -0.865 0.383 -1.865
H -0.694 0.992 -2.731
C 3.165 -1.301 1.184
C 3.885 1.408 1.192
C 2.106 0.475 3.063
C 1.524 1.477 -3.646
C 3.208 2.825 -1.912
C 3.432 0.029 -2.217
C -2.580 -0.631 0.601
C -1.397 0.524 2.830
C -0.419 -1.917 1.800
H -0.468 -1.665 -1.166
H -1.875 0.384 -1.506
H 3.977 -1.372 1.923
H 3.571 -1.488 0.183
H 2.420 -2.077 1.392
H 4.585 1.078 1.970
H 3.616 2.456 1.378
H 4.386 1.349 0.223
H 3.054 0.282 3.581
H 1.365 -0.247 3.410
H 1.757 1.485 3.326
H 2.365 1.667 -4.315
H 0.810 2.314 -3.712
H 1.009 0.562 -3.961
H 4.066 2.683 -2.575
H 3.568 3.064 -0.902
H 2.620 3.683 -2.272
H 3.990 0.253 -3.135
H 2.941 -0.950 -2.317
H 4.130 -0.021 -1.378
H -3.135 -1.159 1.378
H -2.521 -1.265 -0.293
H -3.117 0.291 0.331
H -2.023 -0.177 3.394
H -1.973 1.440 2.642
H -0.522 0.792 3.433
H -1.245 -2.380 2.354
H 0.464 -1.876 2.440
H -0.182 -2.535 0.923
C -3.404 -5.642 -0.193
C -2.917 -6.972 -0.114
C -3.217 -7.895 -1.113
C -4.002 -7.526 -2.209
C -4.489 -6.219 -2.301
C -4.196 -5.288 -1.309
S -3.076 -4.430 1.007
H -2.319 -5.214 1.830
H -2.308 -7.263 0.736
H -2.834 -8.911 -1.033
H -4.234 -8.254 -2.990
H -5.100 -5.919 -3.148
H -4.575 -4.269 -1.379
C -1.036 7.075 1.146
C -0.641 5.642 0.877
C -1.602 4.683 0.581
C -1.231 3.401 0.318
N 0.074 3.017 0.340
C 0.998 3.960 0.636
C 0.684 5.240 0.903
H -1.552 7.481 0.270
H -1.713 7.115 2.008
H -0.163 7.690 1.354
H -2.677 4.963 0.545
H -1.993 2.616 0.060
H 2.092 3.633 0.636
H 1.487 5.976 1.131
*
```

**⟨S²⟩**: 9.318
**Kohn-Sham gap (spin up / spin down)**: 2.35 / 2.45 eV
**E_HOMO (spin up / spin down)**: -13.75 / -13.75 eV

Here are the Mulliken charges for atoms 1 to 4, given in e:
1. Dy -0.333
2. P 1.172
3. P 1.456
4. P 1.437

---

No. 2
The following is a quantum chemistry calculation of a gas-phase ion, C23H44F5N2O10P2SSi (charge +1), from the OMol25 dataset.

ORCA input file:
```
! wB97M-V def2-TZVPD RIJCOSX def2/J DEFGRID3
* xyz 1 1
C -0.579 -3.622 -0.400
C -0.363 -2.148 -0.817
C 0.166 -1.142 0.276
C -0.384 -1.564 1.651
C -1.913 -1.704 1.860
O -2.768 -1.697 0.712
Si -4.429 -1.840 1.039
C -5.108 -0.087 1.375
C -5.377 -2.452 -0.489
C -4.850 -2.868 2.556
C -0.451 0.300 -0.078
P -0.878 1.434 1.334
C 0.285 2.700 1.933
C -2.552 2.230 1.150
N 0.124 0.892 -1.348
C -0.692 2.029 -1.915
C -1.928 1.470 -2.683
C -1.543 1.307 -4.183
N -0.838 0.016 -4.382
C 1.587 1.014 -1.480
S 2.493 2.515 -0.988
O 3.722 2.440 -1.732
O 2.904 2.570 0.383
C 1.857 4.148 -1.602
F 2.780 5.001 -1.166
F 0.720 4.597 -1.068
C 1.885 4.331 -3.180
F 2.000 3.179 -3.845
F 0.787 4.947 -3.590
F 2.883 5.089 -3.539
C 2.275 -0.337 -1.057
O 3.667 -0.334 -1.242
C 1.777 -1.030 0.249
C 2.292 -0.508 1.616
C 3.671 0.037 1.860
O 4.668 -0.005 1.268
O 3.745 0.695 3.158
C 4.423 -0.203 3.977
C 5.672 0.244 4.730
O 4.066 -1.309 4.097
P 2.567 -2.755 0.134
O 2.129 -3.602 1.227
O 4.188 -2.650 0.333
O 2.390 -3.424 -1.354
H -1.182 -3.786 0.499
H 0.322 -4.238 -0.320
H -1.161 -4.079 -1.223
H 0.252 -2.169 -1.733
H -1.358 -1.841 -1.188
H 0.062 -2.544 1.898
H -0.048 -0.946 2.494
H -2.086 -2.649 2.412
H -2.278 -0.921 2.557
H -6.205 -0.093 1.348
H -4.696 0.234 2.343
H -4.757 0.550 0.549
H -6.421 -2.109 -0.441
H -5.309 -3.540 -0.625
H -4.925 -1.944 -1.360
H -4.491 -3.909 2.515
H -5.951 -2.923 2.614
H -4.517 -2.407 3.502
H -1.473 0.027 -0.413
H 1.196 2.364 2.450
H -0.236 3.336 2.669
H 0.628 3.390 1.146
H -3.138 1.961 2.033
H -3.065 1.966 0.218
H -2.404 3.323 1.188
H -0.105 0.160 -2.055
H -0.066 2.489 -2.690
H -1.021 2.750 -1.160
H -2.809 2.116 -2.577
H -2.206 0.458 -2.345
H -2.479 1.245 -4.758
H -0.934 2.143 -4.562
H 0.156 0.168 -4.533
H -1.184 -0.457 -5.210
H 1.744 1.024 -2.576
H 1.936 -1.012 -1.877
H 3.835 -0.331 -2.196
H 2.152 -1.327 2.349
H 1.578 0.257 1.971
H 5.706 -0.191 5.735
H 5.614 1.339 4.851
H 6.585 -0.040 4.190
H 4.616 -2.743 -0.532
H 3.049 -3.006 -1.934
*
```

**Structure (SMILES)**: CC[C@]1(CCO[Si](C)(C)C)[C@@H](P(C)C)[N@@H+](CCCN)[C@@H](S(=O)(=O)C(F)(F)C(F)(F)F)[C@@H](O)[C@]1(CC(=O)OC(C)=O)P(=O)(O)O
**Kohn-Sham gap**: 7.76 eV
**E_HOMO**: -10.93 eV

Here are the Mulliken charges for atoms 1 to 4, given in e:
1. C -1.657
2. C -0.486
3. C 2.409
4. C -1.644

---

No. 3
The following is a quantum chemistry calculation of 10 unconnected molecules or ions with the total composition C23H45Cl18NO3, from the OMol25 dataset.

ORCA input file:
```
! wB97M-V def2-TZVPD RIJCOSX def2/J DEFGRID3
* xyz 0 1
O 4.358 2.432 2.829
C 4.093 2.043 1.668
O 4.740 1.336 0.891
C 2.726 2.427 1.079
C 1.766 1.344 1.447
N 0.333 1.787 1.300
C 0.273 2.875 0.290
C 1.029 4.045 0.886
O 2.222 3.677 1.530
H 2.854 2.483 0.006
H 1.898 1.108 2.484
H 1.902 0.450 0.872
H 0.021 2.218 2.170
H -0.279 1.018 1.005
H -0.743 3.138 0.068
H 0.710 2.521 -0.623
H 1.228 4.790 0.129
H 0.393 4.478 1.644
Cl 2.736 -1.326 2.979
C 3.923 -0.389 3.928
C 3.933 -0.765 5.378
Cl 2.415 -0.307 6.206
H 3.680 0.665 3.793
H 4.901 -0.569 3.487
H 4.745 -0.230 5.866
H 4.076 -1.832 5.532
Cl 1.478 2.957 4.701
C 2.653 4.025 5.496
C 2.755 3.735 6.969
Cl 1.268 4.195 7.848
H 2.356 5.054 5.310
H 3.612 3.851 5.010
H 3.570 4.313 7.400
H 2.938 2.680 7.153
Cl -0.979 -0.407 4.704
C -2.055 -0.698 6.101
C -1.894 0.351 7.170
Cl -0.310 0.255 7.976
H -1.839 -1.692 6.483
H -3.076 -0.683 5.724
H -2.653 0.212 7.938
H -1.999 1.352 6.757
Cl -3.620 4.550 5.963
C -2.285 5.041 4.889
C -2.404 4.417 3.525
Cl -2.131 2.653 3.597
H -1.348 4.768 5.370
H -2.329 6.125 4.799
H -1.647 4.836 2.866
H -3.382 4.589 3.083
Cl 6.348 -3.476 2.795
C 5.839 -3.433 1.087
C 4.473 -4.032 0.887
Cl 4.460 -5.796 1.160
H 6.593 -3.952 0.501
H 5.825 -2.386 0.788
H 4.151 -3.867 -0.139
H 3.745 -3.583 1.557
Cl -0.235 1.625 -3.479
C -1.414 0.285 -3.380
C -2.157 0.296 -2.075
Cl -1.087 -0.122 -0.702
H -0.879 -0.643 -3.530
H -2.115 0.415 -4.200
H -2.951 -0.446 -2.089
H -2.597 1.270 -1.874
Cl -3.383 -1.484 -5.991
C -3.848 -3.077 -5.325
C -3.772 -3.093 -3.823
Cl -2.084 -2.998 -3.243
H -3.203 -3.841 -5.769
H -4.872 -3.268 -5.644
H -4.185 -4.025 -3.442
H -4.327 -2.266 -3.385
Cl -3.067 -5.948 -6.722
C -3.490 -5.914 -8.456
C -4.845 -6.513 -8.722
Cl -4.873 -8.270 -8.435
H -2.708 -6.438 -8.998
H -3.485 -4.869 -8.762
H -5.113 -6.354 -9.765
H -5.609 -6.060 -8.096
Cl -0.412 -0.118 -7.763
C -0.811 -0.071 -9.498
C -2.163 -0.667 -9.788
Cl -2.182 -2.431 -9.521
H -0.026 -0.593 -10.038
H -0.800 0.975 -9.797
H -2.420 -0.503 -10.833
H -2.937 -0.225 -9.166
*
```

**Energy above the lowest of the compared OMol25 structures with the same formula, charge and spin**: 0.000 eV
**Structure (SMILES)**: O=C([O-])[C@H]1C[NH2+]CCO1.ClCCCl.ClCCCl.ClCCCl.ClCCCl.ClCCCl.ClCCCl.ClCCCl.ClCCCl.ClCCCl
**Kohn-Sham gap**: 7.97 eV
**E_HOMO**: -7.99 eV

Here are the Mulliken charges for atoms 1 to 4, given in e:
1. O -0.666
2. C -0.060
3. O -0.729
4. C 0.936

---

no.,strongest force on any atom (eV Å⁻¹)
1,7.08
2,4.99
3,1.08